Entry 1:
A molecular structure, C9H26NO7V at a distorted geometry, computed with ωB97M-V/def2-TZVPD.

XYZ file:
```
44
Properties=species:S:1:pos:R:3:mulliken_charge:R:1
V -0.817 2.108 0.718 1.054
O -1.726 4.358 0.471 -0.442
O -0.503 0.094 1.265 -0.587
O -1.502 2.201 2.879 -0.408
O -0.780 2.144 -0.882 -0.497
O 0.595 2.626 -3.529 -0.612
O 0.509 2.799 1.262 -0.536
O -3.008 1.466 0.426 -0.371
N 0.211 -0.882 0.640 0.335
C 1.719 -2.796 -0.903 -0.765
C -0.774 -0.844 -1.647 -1.462
C -0.530 -1.645 -0.352 1.876
C 2.119 -0.264 1.926 -1.896
C 1.642 -0.677 0.518 1.640
C 0.216 -2.916 -0.774 -1.358
C -1.865 -2.100 0.213 -1.700
C 2.116 0.403 -0.467 -1.416
C 2.303 -2.031 0.290 -1.371
H -1.714 -2.722 1.101 0.462
H -2.383 -2.730 -0.512 0.418
H -1.470 -0.019 -1.488 0.124
H -0.171 -3.304 -1.728 0.454
H -1.304 -1.490 -2.357 0.517
H 3.206 -0.264 2.029 0.425
H 2.000 -2.207 -1.786 0.298
H -1.343 1.514 3.537 0.270
H -2.475 -1.273 0.573 -0.001
H -2.609 4.741 0.457 0.251
H -0.345 2.441 -3.445 0.304
H 1.458 1.247 -0.660 0.187
H 1.770 0.752 2.123 0.261
H 3.389 -1.969 0.182 0.398
H -3.514 0.885 1.004 0.268
H 2.274 -3.730 -1.006 0.436
H 2.149 -2.643 1.185 0.413
H -3.596 1.699 -0.299 0.243
H -2.270 2.692 3.190 0.273
H -0.052 -3.832 -0.225 0.426
H 1.696 -0.923 2.685 0.436
H 1.011 1.760 -3.499 0.300
H -1.124 5.094 0.627 0.267
H 3.097 0.763 -0.154 0.447
H 0.122 -0.469 -2.136 0.291
H 2.274 -0.058 -1.451 0.347
```

Computed properties:
LUMO ... -0.582 eV
Gap between HOMO and LUMO ... 5.888 eV
Total charge ... 0
E_HOMO ... -6.470 eV
Electronic energy ... -51264.073 eV

---

Entry 2:
A molecular structure, C9H26NO7V at a distorted geometry, computed with ωB97M-V/def2-TZVPD.

XYZ file:
```
44
Properties=species:S:1:pos:R:3:lowdin_spin:R:1
V 1.994 -1.400 -0.712 0.001
O 5.489 -1.117 2.081 0.000
O 0.338 -0.564 0.789 0.354
O 0.758 -3.418 -0.644 0.000
O 2.914 -1.951 0.484 -0.001
O 3.284 -2.852 -2.288 0.000
O 2.793 -0.203 -1.447 0.008
O 0.832 -1.474 -2.751 -0.001
N -0.528 0.472 0.168 0.502
C -2.584 2.478 0.004 0.000
C -1.980 0.022 0.246 0.029
C -0.026 2.033 2.129 0.027
C -1.147 2.876 -0.025 -0.001
C -2.725 1.062 -0.612 0.003
C -0.138 1.864 0.592 0.037
C 1.214 2.217 -0.017 0.007
C -2.618 -0.218 1.659 0.020
C -2.172 -1.264 -0.597 0.005
H 1.486 3.249 0.204 0.000
H 3.851 -3.618 -2.198 0.000
H -2.904 0.752 2.066 0.000
H -3.085 2.639 0.958 0.000
H -0.209 3.062 2.440 0.003
H -2.033 -2.073 0.121 0.000
H -1.006 3.821 0.500 0.000
H 0.239 -0.744 -2.926 0.000
H 2.757 -3.033 -3.066 0.000
H -1.532 -1.450 -1.459 0.000
H -3.152 -1.374 -1.062 0.000
H 0.934 -4.266 -1.052 0.000
H 5.914 -1.422 2.883 0.000
H 2.054 1.625 0.348 0.000
H 1.260 2.064 -1.096 0.000
H 0.336 -2.252 -3.005 0.000
H 0.968 1.784 2.501 0.002
H 4.677 -1.622 2.034 0.000
H -3.787 0.818 -0.579 0.000
H -0.012 -3.571 -0.096 0.000
H -0.783 3.075 -1.033 0.000
H -1.995 -0.766 2.365 0.001
H -3.516 -0.832 1.722 0.002
H -3.140 3.105 -0.693 0.000
H -2.282 1.053 -1.608 0.001
H -0.741 1.413 2.670 0.000
```

Computed properties:
LUMO (alpha / beta) ... -4.061 / -5.537 eV
Gap between HOMO and LUMO (alpha / beta) ... 8.926 / 7.449 eV
Spin multiplicity ... 2
Total charge ... +1
E_HOMO (alpha / beta) ... -12.987 / -12.987 eV
Electronic energy ... -51256.655 eV

---

Entry 3:
A molecular structure, C9H27B2NORb4 at a distorted geometry, computed with ωB97M-V/def2-TZVPD.

XYZ file:
```
44
Properties=species:S:1:pos:R:3:nbo_charge:R:1
Rb -4.101 -32.058 11.058 0.994
Rb 0.478 -31.120 13.771 0.992
Rb -1.639 -34.555 14.754 0.985
Rb -0.278 -32.766 9.186 0.995
O -0.381 -36.757 16.454 -0.612
N -0.009 -37.949 15.814 -0.186
C -1.467 -39.246 17.388 -0.600
C 2.360 -37.385 15.284 -0.644
C 0.579 -36.905 13.615 -0.579
C 1.297 -40.435 14.968 -0.391
C 0.927 -39.000 17.877 -0.670
C 1.198 -39.209 14.043 -0.395
C 0.145 -40.414 15.973 -0.398
C -0.089 -39.097 16.713 0.103
C 1.013 -37.870 14.757 0.107
B -2.173 -29.961 12.746 -0.801
B -1.378 -33.797 11.856 -0.760
H 2.889 -38.146 15.856 0.229
H -2.278 -39.127 16.665 0.214
H -1.788 -33.512 10.850 -0.102
H -1.290 -34.922 12.025 -0.004
H 0.373 -39.386 13.352 0.206
H 1.332 -41.350 14.387 0.232
H 0.506 -38.480 18.739 0.213
H -1.677 -30.335 11.805 -0.088
H -3.223 -29.565 12.499 -0.004
H 0.319 -36.589 17.121 0.460
H -1.542 -38.509 18.186 0.207
H 1.894 -38.550 17.640 0.209
H -0.374 -33.301 12.051 -0.069
H -1.611 -40.226 17.838 0.231
H 2.223 -36.576 16.018 0.189
H -2.061 -33.328 12.601 -0.055
H 2.175 -39.201 13.557 0.225
H -2.292 -30.890 13.393 -0.083
H -0.253 -37.291 13.030 0.222
H 2.210 -40.293 15.560 0.191
H -0.723 -40.656 15.343 0.204
H -1.591 -29.138 13.288 -0.007
H 0.247 -35.962 14.060 0.138
H 0.266 -41.239 16.672 0.229
H 1.181 -39.985 18.273 0.239
H 3.022 -36.947 14.539 0.218
H 1.461 -36.662 13.030 0.221
```

Computed properties:
LUMO ... -5.865 eV
Gap between HOMO and LUMO ... 7.000 eV
Total charge ... +2
E_HOMO ... -12.864 eV
Electronic energy ... -17267.536 eV

---

Entry 4:
A molecular structure, C9H27BInO5S2, computed with ωB97M-V/def2-TZVPD.

XYZ file:
```
45
Properties=species:S:1:pos:R:3:mulliken_charge:R:1
In -3.759 3.665 1.076 1.040
S 3.391 -1.588 1.107 0.419
S 3.896 -1.080 -3.367 0.599
O -1.705 3.444 0.749 -0.725
O -6.580 2.113 1.839 -0.654
O 5.063 -1.755 -2.733 -0.660
O -5.961 -0.010 0.935 -0.546
O 2.196 -0.840 0.647 -0.499
C -1.734 1.202 1.825 -0.220
C 3.958 -1.505 -5.111 -1.004
C 2.878 -2.543 2.542 -0.968
C 3.577 -2.978 -0.010 -0.593
C -4.849 2.067 -0.056 -0.900
C -0.855 -0.051 2.000 -0.357
C -1.121 2.183 0.835 -0.240
C 4.346 0.644 -3.567 -0.947
C -1.120 -1.126 0.941 -1.075
B -5.807 1.382 0.925 0.384
H -5.395 2.492 -0.900 0.399
H 0.197 0.227 1.987 0.207
H 3.579 1.152 -4.150 0.363
H -0.073 2.307 1.151 0.298
H 3.688 -3.209 2.842 0.387
H 4.955 -1.294 -5.499 0.309
H 1.980 -3.109 2.295 0.265
H -0.426 -1.050 0.107 0.187
H -6.139 2.242 2.680 0.291
H 2.661 -1.840 3.344 0.337
H -1.108 -0.478 2.972 0.345
H 3.823 -2.551 -0.980 -0.010
H -4.162 1.314 -0.444 0.201
H -2.708 0.854 1.478 -0.141
H 3.203 -0.934 -5.649 0.365
H 4.386 -3.624 0.330 0.373
H -2.137 -1.035 0.562 0.388
H 4.401 1.082 -2.574 0.313
H -4.278 5.278 0.551 -0.413
H -1.076 1.706 -0.159 0.203
H -5.965 -0.355 1.830 0.251
H -4.083 3.418 2.829 -0.468
H -1.005 -2.130 1.351 0.310
H -1.829 1.704 2.787 0.244
H 5.317 0.707 -4.060 0.320
H 3.744 -2.568 -5.196 0.318
H 2.636 -3.527 -0.063 0.303
```

Computed properties:
LUMO ... 1.998 eV
Gap between HOMO and LUMO ... 6.397 eV
Total charge ... -1
E_HOMO ... -4.399 eV
Electronic energy ... -47529.610 eV